Entry 1:
ORCA calculation (wB97M-V/def2-TZVPD) on a single C5H2ClF molecule.

- spin multiplicity = 1
- orbital gap (eV) = 10.536
- energy above the lowest of the compared OMol25 structures with the same formula, charge and spin (eV) = 0.189
- HOMO (eV) = -10.0428

Cartesian coordinates (Å):
1 C -0.59084 -0.31079 0.10967
2 C 0.56652 -0.09880 0.31220
3 H 2.42692 0.59654 1.24540
4 Cl 2.88661 -1.06724 -0.30591
5 C -3.12928 -0.39723 -0.32090
6 H -4.09648 -0.26361 -0.68849
7 F 1.95144 1.51701 -0.47980
8 C 1.94657 0.35168 0.27250
9 C -1.96146 -0.32757 -0.14467

Atom charges from the natural (NBO) analysis, given in e for atoms 1 to 8: -0.016 -0.009 0.214 -0.025 -0.128 0.233 -0.322 0.144

Entry 2:
ORCA calculation (wB97M-V/def2-TZVPD) on 2 unconnected molecules or ions with the total composition C7H14O.

- spin multiplicity = 1
- orbital gap (eV) = 9.722
- energy above the lowest of the compared OMol25 structures with the same formula, charge and spin (eV) = 2.618
- HOMO (eV) = -8.8277

Cartesian coordinates (Å):
1 O -1.15633 2.27741 -1.97091
2 H -1.11582 1.62073 0.79903
3 H 0.92802 -3.29489 1.34495
4 C 0.66432 -2.80027 0.38352
5 H -1.50675 -0.64206 -0.39435
6 H -1.44408 -1.26136 1.17511
7 H 2.21296 -1.29193 0.10603
8 H -2.91219 0.93705 0.97584
9 C 0.94384 1.06503 -0.01092
10 H -0.84668 1.94987 -1.11869
11 C 0.45131 -0.29031 0.29747
12 H -0.60539 2.18854 -2.74470
13 C 1.84765 1.32862 -0.94527
14 H 2.46102 2.23772 -1.04703
15 C -1.84889 0.81506 1.13511
16 H -1.74243 0.85048 2.26082
17 H 2.15275 0.63922 -1.74674
18 H 0.66883 1.93174 0.64123
19 C -1.13170 -0.38848 0.60961
20 H 1.20639 -3.35420 -0.39597
21 H -0.38525 -3.10107 0.35479
22 C 1.15840 -1.41690 0.29105

Atom charges from the natural (NBO) analysis, given in e for atoms 1 to 8: -0.973 0.190 0.223 -0.661 0.212 0.208 0.203 0.232

Entry 3:
ORCA calculation (wB97M-V/def2-TZVPD) on a single C7H13NO molecule.

- spin multiplicity = 1
- orbital gap (eV) = 9.125
- energy above the lowest of the compared OMol25 structures with the same formula, charge and spin (eV) = 4.027
- HOMO (eV) = -8.1072

Cartesian coordinates (Å):
1 H 1.28708 2.13111 1.52080
2 H -3.80700 -0.19387 0.70334
3 H 2.49675 -0.04146 -0.46277
4 H -3.23656 -0.19260 -0.93219
5 H -0.79468 0.53981 -1.40652
6 H 0.00961 -2.15766 -1.56586
7 H -0.77258 2.00157 -0.23002
8 H -3.37463 1.33118 -0.00428
9 H 0.79252 -3.17806 -0.23138
10 H 1.78578 1.57508 -1.00728
11 C 0.30776 -1.09240 0.38241
12 C 1.55400 1.14481 1.14393
13 H 1.76068 -2.01445 -0.98072
14 C 0.62704 0.36214 0.21975
15 C -2.98592 0.25719 0.03990
16 C 0.68905 -2.13373 -0.66216
17 H 1.94801 0.57618 1.93672
18 C -0.66887 0.88166 -0.37721
19 O -1.21162 -1.12550 0.55419
20 H 0.67673 -1.32471 1.36395
21 C 1.93730 0.81182 -0.28902
22 N -1.63890 0.24590 0.49152

Atom charges from the natural (NBO) analysis, given in e for atoms 1 to 8: 0.224 0.215 0.216 0.171 0.175 0.230 0.215 0.206

Entry 4:
ORCA calculation (wB97M-V/def2-TZVPD) on a single C2H4IN molecule.

- spin multiplicity = 1
- orbital gap (eV) = 9.972
- energy above the lowest of the compared OMol25 structures with the same formula, charge and spin (eV) = 0.933
- HOMO (eV) = -9.6421

Cartesian coordinates (Å):
1 N 1.22734 0.26618 -1.00939
2 C -0.83156 -0.57710 0.04014
3 I 0.42135 1.78008 1.58363
4 H -1.42922 -0.28591 0.88695
5 H 1.97725 0.77768 -0.67483
6 C 0.23713 0.37575 -0.02358
7 H -0.37292 -1.52517 0.15957
8 H -1.22937 -0.81151 -0.96248

In elementary charge units, the natural (NBO) charges are: -0.618 -0.751 0.091 0.238 0.332 0.178 0.261 0.269

Entry 5:
ORCA calculation (wB97M-V/def2-TZVPD) on 2 unconnected molecules or ions with the total composition C2H8S4.

- net charge = +1
- spin multiplicity = 2
- orbital gap (alpha / beta) (eV) = 6.645 / 3.409
- energy above the lowest of the compared OMol25 structures with the same formula, charge and spin (eV) = 0.227
- HOMO (alpha / beta) (eV) = -11.4377 / -11.4242
- expectation value of S² = 0.7544

Cartesian coordinates (Å):
1 H 1.07331 1.98908 -0.19996
2 C 1.98736 2.50131 0.08355
3 H -3.62528 -2.85823 0.23130
4 S -1.03986 -0.53544 -1.39565
5 H -2.14323 -2.77575 1.21036
6 H -1.81322 0.03320 -2.32739
7 S 2.48694 1.96494 1.69675
8 H 2.72402 2.23762 -0.66406
9 S 2.99560 0.04055 1.44237
10 C -2.59366 -2.53809 0.24772
11 H -2.00858 -2.96130 -0.55187
12 H 1.87888 3.58025 0.09434
13 H 2.65480 0.04890 0.13982
14 S -2.57709 -0.72703 -0.00726

Atom charges from the natural (NBO) analysis, given in e for atoms 1 to 8: 0.285 -0.807 0.238 -0.196 0.220 0.155 0.561 0.267

Entry 6:
ORCA calculation (wB97M-V/def2-TZVPD) on a molecular structure, C33H34F5MnN6S2Sb.

- spin multiplicity = 6
- orbital gap (alpha / beta) (eV) = 7.174 / 7.246
- energy above the lowest of the compared OMol25 structures with the same formula, charge and spin (eV) = 1.467
- HOMO (alpha / beta) (eV) = -7.0863 / -7.2945
- expectation value of S² = 8.7560

Cartesian coordinates (Å):
1 H -1.97460 -4.54508 -2.62279
2 S -0.33473 -0.60276 2.41087
3 C 4.61567 -1.92851 -3.21309
4 N -5.25688 1.52446 -0.69585
5 H 0.52692 0.52899 4.86512
6 H -6.91719 3.36608 1.65383
7 C -6.64705 2.43906 1.14422
8 C -2.73766 0.74916 5.23837
9 S -3.45532 0.71859 1.10676
10 C 3.21318 2.12811 -2.36420
11 C -1.58157 -2.86855 -1.34938
12 C -2.83407 -2.13694 -1.69708
13 H 5.68554 -1.93979 -3.37961
14 H -7.54938 2.01436 0.70154
15 N -2.94690 -0.96982 -1.18345
16 C -0.21903 -4.83959 -1.41683
17 C 0.59001 -4.28035 -0.44480
18 F -2.14805 4.10544 -1.23386
19 C -1.31774 -4.12906 -1.87282
20 H 4.74461 -0.54398 -1.58647
21 F -0.31838 3.66937 -2.30892
22 C 0.28624 -3.00301 -0.00766
23 H -1.25181 0.06298 6.68900
24 C 2.70364 -1.10929 -1.97877
25 C -1.52508 3.16816 -1.97190
26 C -1.48003 1.86299 -1.21102
27 H 0.90485 -2.52001 0.74256
28 C 3.20322 0.43205 2.25365
29 H -1.18974 1.80980 6.37842
30 H -0.00652 -5.82519 -1.81129
31 H 2.35113 2.93502 0.81079
32 H -5.61108 1.44879 -1.63625
33 H 4.21870 3.43943 -3.72921
34 H 0.79894 -1.83958 -2.66601
35 H 5.37857 -2.74536 2.14828
36 C -1.36767 0.83689 5.92667
37 H -5.94570 3.45839 -0.62598
38 H 3.12759 1.33619 -3.09838
39 N -4.07766 -0.25550 -1.37652
40 F -2.21745 3.00678 -3.11269
41 Sb 1.81020 0.11882 -0.48096
42 Mn -1.25143 -0.08730 -0.02102
43 F -0.67220 1.00861 -2.08589
44 H 1.74953 -3.25104 -4.44013
45 C -1.11502 0.00386 3.77530
46 H 3.95366 -2.17530 0.23416
47 C -5.59328 2.70530 0.08010
48 C 4.08215 -1.14224 -2.20230
49 H 4.19551 -3.30678 -4.80552
50 C 2.40736 -2.66242 -3.81274
51 C -3.88767 -2.81381 -2.51275
52 C 3.40021 4.20780 -0.53805
53 C 2.78772 3.01634 -0.17736
54 N -0.75473 -2.30484 -0.45453
55 C 3.77784 -2.69407 -4.01662
56 C 4.77516 -1.84653 2.17978
57 N -2.41970 -0.05174 4.06037
58 C 3.96297 -1.51966 1.09729
59 C 4.02588 0.12131 3.32624
60 C 3.17538 -0.36997 1.11085
61 C 3.82565 3.32180 -2.72718
62 H -3.11078 1.73244 4.94368
63 H 1.44356 -4.80341 -0.03816
64 H -4.76339 -2.17418 -2.55932
65 H -3.53933 -3.00542 -3.53105
66 H -6.26351 1.73545 1.88394
67 C 1.87473 -1.86969 -2.80148
68 C -4.27083 0.65266 -0.41862
69 F -0.55856 2.14962 -0.11222
70 H 4.41739 5.28382 -2.09180
71 H 4.05171 0.77083 4.19298
72 H 3.45306 5.02245 0.17319
73 C 2.70918 1.95563 -1.07803
74 H -3.08607 -0.22994 3.31492
75 H -4.67917 3.08391 0.53709
76 C 3.93241 4.35760 -1.81126
77 C 4.81616 -1.02139 3.29202
78 H -4.16503 -3.77394 -2.07167
79 N -0.47372 0.60016 4.79828
80 H 5.45650 -1.26701 4.12971
81 H 2.56478 1.30509 2.32287
82 H -3.48181 0.25850 5.86065

Atom charges from the Löwdin analysis, given in e for atoms 1 to 8: 0.107 0.659 -0.082 -0.012 0.132 0.069 -0.101 -0.127

Entry 7:
ORCA calculation (wB97M-V/def2-TZVPD) on a molecular structure, C31H41BGe2INiO5.

- net charge = -2
- spin multiplicity = 2
- orbital gap (alpha / beta) (eV) = 3.649 / 3.842
- HOMO (alpha / beta) (eV) = 0.0346 / -0.1590
- expectation value of S² = 0.8446

Cartesian coordinates (Å):
1 H 4.33142 2.74459 2.32703
2 C -4.85769 1.00400 -3.32790
3 H -1.32183 4.14031 2.59735
4 C 3.27993 -3.89689 -1.30929
5 H 3.23634 3.89135 1.51550
6 H -1.88758 1.01159 -1.72158
7 H -3.87529 -0.44639 -2.07650
8 C 4.54359 0.05703 -0.85376
9 C -0.82237 -3.26311 3.15280
10 H -4.99228 -4.26058 -2.34212
11 H 3.65801 0.34182 2.46039
12 C -2.63840 2.60901 -2.92141
13 H -3.25355 2.05243 0.31234
14 C -2.60813 2.66600 0.93702
15 C 3.46890 2.83292 1.65737
16 H -3.09571 -2.49805 1.06469
17 H 1.50460 -3.05642 1.44286
18 C -3.82541 0.53003 -2.53977
19 C 3.78776 0.66698 0.32300
20 H -4.96633 -3.73283 0.08335
21 H 2.88594 -3.16202 -3.29097
22 H 0.53906 -0.37381 4.31413
23 Ni -0.37643 1.32544 -0.71413
24 H -2.34218 -0.89936 4.19490
25 C 4.93735 2.87981 -0.35397
26 H 5.85926 2.62164 0.18236
27 H 5.03932 2.58022 -1.39656
28 H -2.59683 3.66882 0.49036
29 H 5.32431 0.43747 1.83897
30 H -5.63261 2.59784 -4.54082
31 C -4.81328 2.25212 -3.92480
32 Ge -0.69006 -1.47469 2.32684
33 C 1.77702 -3.07763 0.39238
34 H 3.42973 -4.40065 0.77363
35 H 1.13943 0.26124 2.75489
36 O 2.57902 2.47500 -0.52247
37 H 4.81412 3.96599 -0.32361
38 H -0.77053 -3.12646 4.23911
39 C -1.43126 3.53889 -2.68800
40 C 4.30891 0.08131 1.62542
41 B 1.67756 1.36322 -0.46431
42 H -3.61094 4.03860 -4.13959
43 O 2.42105 0.31074 0.17217
44 C -3.09764 -3.29821 -2.69947
45 H -3.09934 -3.51092 -3.76366
46 C 2.87912 -3.84689 0.01973
47 H 0.99298 -1.76689 -2.60732
48 H 4.17574 0.47051 -1.79528
49 H 2.60210 2.35931 2.12501
50 C -3.07639 -2.70688 -0.00127
51 H 5.62455 0.22695 -0.78251
52 C -4.14419 -3.41640 -0.55116
53 Ge -0.48175 -1.05677 -0.09574
54 C -1.99486 -2.25758 -0.77379
55 H 4.35191 -1.01967 -0.86070
56 H 4.33378 -1.00963 1.54717
57 C -1.21127 2.08741 0.86155
58 H -3.04605 2.73674 1.93626
59 C -2.24884 -0.56232 3.15699
60 C 2.57180 -3.15916 -2.25215
61 O -1.50258 4.64771 -3.25406
62 O -0.47739 2.33176 1.94118
63 H 0.10949 3.54149 3.44899
64 O -0.51873 3.09093 -1.95614
65 C -2.04862 -2.57571 -2.13969
66 H -1.25501 -2.23126 -2.79417
67 C -0.83115 3.25318 2.98680
68 H -1.77686 -3.73674 2.90121
69 I -6.54778 -0.19715 -3.62520
70 C -4.16058 -3.71783 -1.90676
71 H 1.69004 -1.31911 3.33627
72 C 1.48341 -2.38577 -1.86121
73 H -0.01879 -3.93311 2.83812
74 H -2.09070 0.52003 3.15458
75 C 0.83111 -0.64151 3.29094
76 H 4.13795 -4.49004 -1.60456
77 H -1.46654 2.77920 3.73524
78 C 1.03626 -2.33566 -0.53427
79 C -2.70902 1.34912 -2.35921
80 C -3.69260 3.04966 -3.70685
81 C 3.73109 2.21621 0.28313
82 H -3.18859 -0.76252 2.63473

Atom charges from the Löwdin analysis, given in e for atoms 1 to 8: 0.078 -0.742 0.082 -0.142 0.088 0.027 0.078 -0.015

What is the spin multiplicity in the sixth record?
6

spin multiplicity of number 2 (C7H14O)?
1

Which of these has the highest spin multiplicity?
C33H34F5MnN6S2Sb

What is the spin multiplicity in the seventh record?
2